A 11-piece molecular cluster, C65H63BF10NO2 overall. Source: OMol25; level of theory: wB97M-V/def2-TZVPD.

```
142
Properties=species:S:1:pos:R:3:forces:R:3
N -3.1523 1.2609 2.0226 -0.124 0.100 -0.722
C -3.4239 2.0313 0.7441 1.661 -0.903 -1.478
C -3.2348 0.9886 -0.5461 -0.452 1.899 -0.796
C -4.6641 0.3679 -1.0544 0.170 1.146 1.172
B -4.6651 -1.2525 -1.3300 -0.136 0.763 -0.671
C -3.7255 -1.7248 -2.6172 1.498 -1.916 -0.317
C -2.1143 -1.7041 -2.3009 2.686 4.182 -4.434
O -1.3252 -0.9815 -3.1374 -4.084 -4.471 5.176
O -1.4405 -2.3513 -1.1637 -1.633 1.887 -0.750
H -2.2024 0.7993 1.8963 -1.958 0.503 0.217
H -3.9031 0.5367 2.1239 1.260 0.614 -0.277
H -4.4852 2.5272 0.6863 2.290 -1.015 0.375
H -2.5346 2.8172 0.6214 -2.149 -1.281 0.513
H -2.7742 1.6571 -1.4201 -0.845 -1.533 1.658
H -2.4117 0.1985 -0.2837 -1.600 1.329 -0.300
H -5.0527 0.9850 -1.9709 0.746 -0.955 1.630
H -5.4447 0.5558 -0.1715 1.422 -0.199 -1.689
H -5.7908 -1.5372 -1.6303 -0.666 -0.234 -0.316
H -4.4405 -1.8995 -0.3460 0.523 -0.200 0.601
H -3.9529 -1.1471 -3.6095 0.989 -0.947 1.863
H -4.0118 -2.8601 -2.8241 0.753 2.122 0.456
H -1.5837 -1.8239 -0.3115 -0.332 -0.892 -1.886
F -0.3340 -0.9254 1.8151 -0.201 0.387 -0.090
C 0.2737 -2.0962 2.0487 0.681 -1.240 0.235
C 0.4805 -2.5102 3.3600 -0.086 0.102 0.012
C 1.1086 -3.7316 3.6036 -0.059 -0.060 -0.401
C 1.5331 -4.5210 2.5320 -0.050 0.110 0.071
C 1.3255 -4.0945 1.2194 -0.201 0.128 0.338
C 0.6875 -2.8784 0.9762 0.068 0.198 -0.015
H 0.1515 -1.8798 4.1796 -0.011 -0.033 -0.082
H 1.2680 -4.0678 4.6251 -0.061 0.125 -0.236
H 2.0270 -5.4715 2.7225 -0.077 0.144 -0.027
H 1.6605 -4.7087 0.3871 -0.389 0.383 0.421
H 0.5100 -2.5358 -0.0378 0.007 -0.052 0.085
F -5.7767 3.7831 -0.8464 -0.090 0.117 -0.020
C -6.3918 4.6217 -0.0021 -0.343 0.461 0.453
C -6.6373 5.9322 -0.3970 0.004 0.025 -0.011
C -7.2824 6.8043 0.4799 0.069 -0.328 0.331
C -7.6655 6.3585 1.7473 0.052 -0.022 -0.071
C -7.4102 5.0427 2.1363 0.076 0.204 -0.382
C -6.7751 4.1679 1.2551 -0.009 -0.073 0.044
H -6.3250 6.2629 -1.3821 -0.032 -0.074 0.072
H -7.4858 7.8286 0.1778 0.083 -0.469 0.114
H -8.1646 7.0403 2.4326 0.082 -0.117 -0.111
H -7.7056 4.6992 3.1247 0.065 0.013 -0.195
H -6.5769 3.1393 1.5377 0.014 0.099 -0.077
F 3.0942 -5.4066 -0.6399 0.221 -0.144 -0.490
C 4.1015 -6.0235 -0.0079 0.995 -0.569 0.597
C 4.2155 -7.4070 -0.0898 -0.141 0.052 -0.038
C 5.2671 -8.0492 0.5639 0.068 0.532 0.123
C 6.1876 -7.3010 1.3019 -0.036 -0.030 -0.035
C 6.0616 -5.9133 1.3822 -0.221 -0.310 -0.201
C 5.0165 -5.2704 0.7193 -0.076 0.115 -0.032
H 3.4863 -7.9724 -0.6608 0.327 0.350 0.299
H 5.3695 -9.1296 0.4997 -0.069 0.184 -0.008
H 7.0050 -7.8028 1.8153 -0.144 0.102 -0.085
H 6.7769 -5.3335 1.9606 -0.152 -0.069 -0.124
H 4.9089 -4.1917 0.7637 -0.051 -0.100 -0.007
F 1.6643 6.6125 1.0101 0.083 0.380 -0.068
C 1.4073 5.3255 1.2785 -0.253 -1.225 0.240
C 1.2949 4.4174 0.2315 0.034 0.081 0.014
C 1.0323 3.0763 0.5108 0.019 0.181 0.395
C 0.8741 2.6599 1.8349 0.027 0.009 -0.025
C 0.9837 3.5799 2.8787 0.057 0.020 -0.436
C 1.2573 4.9187 2.5997 0.024 0.089 -0.030
H 1.4126 4.7606 -0.7912 -0.010 -0.002 0.111
H 0.9503 2.3570 -0.3003 -0.031 0.152 0.126
H 0.6648 1.6146 2.0520 0.005 0.192 -0.056
H 0.8561 3.2543 3.9082 0.017 0.085 -0.186
H 1.3546 5.6455 3.3993 -0.027 -0.024 -0.103
F 2.5519 -9.1166 -1.7682 -0.071 -0.520 0.128
C 1.9801 -8.7589 -2.9257 -0.696 0.393 -1.314
C 0.7418 -8.1264 -2.9104 0.045 -0.034 0.120
C 0.1485 -7.7492 -4.1151 0.365 -0.227 -0.131
C 0.7959 -8.0189 -5.3234 0.011 -0.030 0.111
C 2.0362 -8.6588 -5.3285 -0.175 0.314 0.245
C 2.6343 -9.0258 -4.1232 0.027 -0.008 0.148
H 0.2502 -7.9326 -1.9627 0.082 0.005 -0.075
H -0.8158 -7.2472 -4.1136 0.195 -0.086 0.060
H 0.3307 -7.7285 -6.2630 0.102 -0.047 0.184
H 2.5363 -8.8714 -6.2704 -0.114 0.189 0.431
H 3.6021 -9.5159 -4.1084 -0.054 0.042 0.039
F 2.9609 -3.4904 6.1632 -0.063 -0.247 0.117
C 3.6246 -2.3276 6.1167 0.599 1.044 -0.098
C 4.2105 -1.8274 7.2744 -0.037 -0.030 -0.010
C 4.9060 -0.6194 7.2253 -0.392 -0.033 -0.323
C 4.9987 0.0811 6.0201 -0.059 -0.092 0.034
C 4.4029 -0.4267 4.8646 0.064 -0.133 0.429
C 3.7171 -1.6402 4.9116 -0.038 -0.106 -0.076
H 4.1210 -2.3813 8.2032 -0.010 0.022 -0.105
H 5.3743 -0.2237 8.1231 -0.353 -0.175 -0.275
H 5.5375 1.0255 5.9833 -0.176 -0.165 0.019
H 4.4729 0.1223 3.9287 -0.047 -0.137 0.142
H 3.2557 -2.0539 4.0211 0.007 0.016 0.115
F 2.2719 -10.5515 -7.4763 0.061 -0.028 -0.341
C 2.0148 -11.8385 -7.2079 -0.242 -1.167 0.245
C 1.9024 -12.7466 -8.2549 0.023 0.069 -0.037
C 1.6398 -14.0878 -7.9756 0.007 0.214 0.434
C 1.4816 -14.5042 -6.6515 0.012 0.029 -0.062
C 1.5912 -13.5841 -5.6077 0.047 0.028 -0.458
C 1.8648 -12.2453 -5.8867 0.022 0.080 0.044
H 2.0201 -12.4034 -9.2776 0.003 0.007 0.116
H 1.5578 -14.8071 -8.7867 0.010 0.166 0.122
H 1.2724 -15.5495 -6.4344 0.037 0.201 -0.039
H 1.4636 -13.9098 -4.5782 0.041 0.106 -0.182
H 1.9622 -11.5185 -5.0871 -0.050 -0.037 -0.120
F -8.1920 8.8353 -1.5671 -0.194 -0.059 -0.173
C -7.5283 9.9980 -1.6136 0.575 0.975 -0.074
C -6.9425 10.4982 -0.4559 -0.031 -0.080 0.055
C -6.2469 11.7063 -0.5050 -0.142 -0.053 -0.473
C -6.1543 12.4068 -1.7102 -0.041 -0.069 0.080
C -6.7500 11.8989 -2.8657 -0.321 0.001 0.461
C -7.4358 10.6855 -2.8187 -0.053 -0.021 0.017
H -7.0320 9.9444 0.4729 0.023 0.067 -0.106
H -5.7787 12.1020 0.3928 -0.106 -0.110 -0.139
H -5.6155 13.3512 -1.7470 -0.096 -0.184 -0.009
H -6.6801 12.4479 -3.8016 -0.215 -0.207 0.408
H -7.8972 10.2718 -3.7092 0.011 0.005 0.105
F -4.8208 12.0800 -4.6461 0.258 0.297 -0.275
C -4.0090 11.0654 -4.9718 0.838 -1.013 -0.342
C -4.0403 9.8958 -4.2204 -0.068 0.037 0.060
C -3.1988 8.8372 -4.5623 0.109 0.339 -0.319
C -2.3267 8.9644 -5.6463 -0.038 0.015 0.033
C -2.2991 10.1443 -6.3912 -0.228 -0.145 0.340
C -3.1486 11.1983 -6.0560 -0.063 0.081 0.030
H -4.7183 9.8182 -3.3768 0.049 0.045 -0.083
H -3.2212 7.9156 -3.9860 -0.017 0.196 -0.078
H -1.6674 8.1401 -5.9099 -0.134 0.163 0.054
H -1.6166 10.2425 -7.2320 -0.150 0.010 0.144
H -3.1466 12.1192 -6.6297 -0.020 -0.059 0.085
F 7.4662 -0.2130 8.0824 0.383 -0.126 0.106
C 8.1299 0.9497 8.0359 0.588 0.945 -0.036
C 8.7158 1.4499 9.1935 -0.025 -0.044 0.024
C 9.4113 2.6580 9.1445 -0.168 -0.066 -0.450
C 9.5040 3.3584 7.9393 -0.009 -0.044 0.053
C 8.9082 2.8506 6.7838 0.032 -0.139 0.414
C 8.2224 1.6372 6.8308 -0.030 -0.051 -0.040
H 8.6263 0.8961 10.1224 -0.004 0.014 -0.117
H 9.8796 3.0537 10.0423 -0.111 -0.099 -0.143
H 10.0428 4.3029 7.9024 -0.108 -0.182 0.002
H 8.9782 3.3996 5.8478 -0.027 -0.142 0.159
H 7.7610 1.2235 5.9402 0.075 -0.001 0.126
```
Forces are in eV/Å.

The HOMO energy comes out at -4.973 eV. The charge is -1. The total energy is -101860.293 eV. The calculation puts the frontier orbital gap at 0.2520 Ha. The calculation puts the largest force on an atom at 7.97 eV Å⁻¹.

Atom charges from the Mulliken analysis, given in e for atoms 1 to 99: -0.707, 0.020, 0.792, -0.395, 0.086, -0.360, 0.498, -0.628, -0.443, 0.284, 0.316, -0.284, 0.203, 0.221, -0.783, 0.036, -0.041, -0.253, -0.210, 0.186, 0.148, 0.271, -0.231, 0.482, -0.588, -0.556, -0.452, -0.693, -0.428, 0.456, 0.451, 0.447, 0.534, 0.639, -0.236, 0.241, -0.611, 0.251, -0.644, -0.475, -0.252, 0.444, 0.092, 0.359, 0.355, 0.466, -0.383, 0.251, -0.441, -0.602, -0.401, -0.528, -0.118, 0.620, 0.394, 0.357, 0.371, 0.474, -0.328, 0.237, -0.345, -0.410, -0.311, -0.577, -0.267, 0.411, 0.418, 0.398, 0.375, 0.394, -0.414, 0.478, -0.376, -0.464, -0.489, -0.336, -0.542, 0.460, 0.395, 0.394, 0.458, 0.425, -0.297, 0.277, -0.514, -0.388, -0.484, -0.795, -0.080, 0.410, 0.331, 0.635, 0.404, 0.501, -0.269, 0.303, -0.451, -0.483, -0.420